Record 1
Density functional theory data (ωB97M-V/def2-TZVPD) for a cluster of 2 separate species, C5H5N in total in a non-equilibrium geometry.

Lowest unoccupied orbital energy = -0.0321 hartree
HOMO energy = -9.7 eV
DFT total energy = -248.1222 Eh
ΔE to the lowest compared entry with this formula, charge and spin = 401.30 kJ/mol

Each line ends with the natural charge from an NBO analysis.
Positions of all 11 atoms, in Å:
C  0.4847  2.2056  -0.2241  -0.37
C  -0.2951  1.2272  0.1755  -0.01
C  -0.7617  0.0933  0.5023  0.07
C  -0.9521  -1.1902  0.7466  -0.36
C  -1.2673  -2.1052  -0.3116  0.25
N  -1.4741  -2.8549  -1.1703  -0.29
H  0.5759  2.4419  -1.2817  0.23
H  1.0981  2.7577  0.4824  0.23
H  -0.7657  -1.6074  1.7320  0.26
H  1.7856  -0.1415  -0.4214  -0.01
H  1.5716  -0.8264  -0.2296  0.00

Atoms 1-2, force components in eV/Å:
-0.2 -0.1 0.0
0.2 -0.2 0.0

Record 2
Density functional theory data (ωB97M-V/def2-TZVPD) for a structure of composition C12H24N4NaNbO in a non-equilibrium geometry.

Lowest unoccupied orbital energy (alpha / beta) = -0.4062 / -0.4061 hartree
HOMO energy (alpha / beta) = -16.7 / -16.7 eV
DFT total energy = -984.5193 Eh
Charge = +2

Each line ends with the natural charge from an NBO analysis.
Positions of all 43 atoms, in Å:
N  1.8557  -0.2668  1.2576  -0.85
C  2.9634  -0.9432  1.5764  0.95
O  3.9292  -1.1626  0.7934  -0.45
Na  2.6548  -0.5979  -0.9496  0.97
Nb  0.0225  0.0032  0.9430  1.87
N  -0.5387  -1.4855  -0.3232  -0.62
N  -0.2853  1.7077  -0.0754  -0.59
C  -0.4019  -2.9323  0.0147  0.11
C  0.3349  3.0538  -0.1728  0.11
C  0.7895  -3.5400  -0.7617  -0.62
C  -1.6995  -3.7002  -0.3168  -0.64
C  -0.1250  -3.0584  1.5242  -0.63
C  0.0346  3.6818  -1.5519  -0.63
C  -0.2005  3.9687  0.9522  -0.62
C  1.8580  2.9167  -0.0196  -0.61
H  0.6968  -3.3563  -1.8477  0.22
H  0.8479  -4.6325  -0.6123  0.27
H  1.7386  -3.1070  -0.3958  0.16
H  -2.5636  -3.2217  0.1771  0.23
H  -1.6255  -4.7396  0.0471  0.26
H  -1.8953  -3.7388  -1.4019  0.23
H  0.7728  -2.4831  1.8189  0.18
H  0.0617  -4.1121  1.7938  0.28
H  -0.9875  -2.7030  2.1121  0.25
H  0.3428  2.9978  -2.3630  0.21
H  0.5907  4.6282  -1.6654  0.26
H  -1.0377  3.9093  -1.6769  0.23
H  -1.3015  4.0400  0.9163  0.22
H  0.2066  4.9908  0.8561  0.26
H  0.0866  3.5659  1.9366  0.22
H  2.1099  2.3927  0.9175  0.21
H  2.3365  3.9110  -0.0161  0.27
H  2.2714  2.3482  -0.8771  0.18
C  -1.6900  1.6261  -0.4842  -0.45
H  -2.0968  0.6264  -0.2101  0.21
H  -2.3378  2.3729  0.0177  0.26
H  -1.8259  1.7121  -1.5803  0.25
C  -1.1267  -1.1998  -1.6336  -0.45
H  -2.2185  -1.3953  -1.6671  0.25
H  -0.9623  -0.1392  -1.8842  0.21
H  -0.6622  -1.8070  -2.4388  0.23
N  -0.5643  -0.0802  4.2045  -0.15
C  -0.3598  -0.0507  3.0661  -0.26

Atoms 1-2, force components in eV/Å:
4.9 -3.1 4.0
0.2 3.6 -9.9

Record 3
Density functional theory data (ωB97M-V/def2-TZVPD) for a cluster of 2 separate species, C4H5NO3 in total in a non-equilibrium geometry.

Lowest unoccupied orbital energy = -0.0218 hartree
HOMO energy = -8.3 eV
DFT total energy = -435.6234 Eh
ΔE to the lowest compared entry with this formula, charge and spin = 779.98 kJ/mol

Each line ends with the natural charge from an NBO analysis.
Positions of all 13 atoms, in Å:
C  0.2016  1.2405  0.4427  0.29
C  -0.0616  0.9102  -0.9640  -0.41
C  -0.2294  -0.4541  -0.8622  0.45
C  0.4907  0.2211  1.1200  -0.19
H  -0.6094  3.1729  0.0662  0.48
H  -0.4419  1.8148  -1.5256  0.23
H  -0.6867  -2.3991  -1.2041  0.45
H  0.2603  -2.8388  0.9044  0.47
H  0.4338  0.1928  2.3124  0.21
N  -0.0850  -0.9662  0.4498  -0.15
O  0.1193  2.5911  0.8117  -0.67
O  -0.1796  -1.2668  -1.9685  -0.59
O  0.7878  -2.2185  0.4170  -0.56

Atoms 1-2, force components in eV/Å:
-1.1 6.5 -4.6
-1.6 0.4 2.0

Record 4
Density functional theory data (ωB97M-V/def2-TZVPD) for a structure of composition C16H25FeN4S4.

Lowest unoccupied orbital energy = -0.1054 hartree
HOMO energy = -10.6 eV
DFT total energy = -3700.0238 Eh
Charge = +1

Each line ends with the natural charge from an NBO analysis.
Positions of all 50 atoms, in Å:
Fe  -0.5854  -0.2914  0.3203  0.31
C  0.0875  -2.6129  2.4579  -0.55
C  -1.2612  -2.1392  2.9702  -0.54
S  -2.1749  -1.1806  1.7162  0.39
C  -2.6947  0.2487  2.7002  -0.54
C  -1.5600  1.1538  3.1543  -0.55
S  -0.4112  1.5442  1.7991  0.37
C  1.1948  1.2405  2.5748  -0.54
C  1.3950  -0.1943  3.0263  -0.56
S  1.0749  -1.3335  1.6482  0.42
H  -0.0307  -3.3701  1.6830  0.27
H  0.6666  -3.0518  3.2712  0.25
H  -1.1563  -1.5133  3.8559  0.22
H  -1.8719  -2.9969  3.2498  0.25
H  -3.2631  -0.1104  3.5592  0.25
H  -3.3933  0.7943  2.0651  0.24
H  -0.9944  0.6982  3.9656  0.22
H  -1.9702  2.0895  3.5326  0.25
H  1.3263  1.9398  3.4011  0.25
H  1.9189  1.5081  1.8030  0.25
H  0.7461  -0.4404  3.8658  0.22
H  2.4223  -0.3328  3.3637  0.25
C  3.5261  -1.7639  -3.8329  -0.62
C  3.6292  -2.0865  -2.3507  -0.22
N  2.3510  -2.4675  -1.7626  -0.59
C  1.4281  -1.5708  -1.3730  0.31
S  -0.1797  -2.1681  -0.9953  -0.23
N  1.7513  -0.2908  -1.3575  -0.47
N  0.6085  0.4098  -1.0193  -0.22
C  0.2680  1.4438  -1.6931  0.24
C  1.0843  2.1046  -2.7480  -0.68
C  -1.1646  1.7654  -1.5016  0.17
C  -1.8063  2.8198  -2.1259  -0.22
C  -3.1886  2.9089  -2.0436  -0.14
C  -3.8823  1.9277  -1.3580  -0.23
C  -3.1681  0.9131  -0.7426  0.05
N  -1.8394  0.8351  -0.7907  -0.44
H  4.5073  -1.5073  -4.2334  0.22
H  2.8566  -0.9189  -3.9956  0.21
H  3.1455  -2.6164  -4.3969  0.21
H  3.9969  -1.2250  -1.7965  0.22
H  4.3253  -2.9072  -2.1763  0.21
H  2.0091  -3.4008  -1.9224  0.41
H  2.0809  1.6743  -2.7675  0.27
H  1.1577  3.1765  -2.5556  0.23
H  0.6214  1.9744  -3.7284  0.24
H  -1.2325  3.5483  -2.6806  0.24
H  -3.7139  3.7212  -2.5271  0.24
H  -4.9612  1.9324  -1.2994  0.24
H  -3.6757  0.1186  -0.2093  0.21

Atoms 1-2, force components in eV/Å:
0.2 0.1 0.3
0.0 0.0 0.0